ORCA calculation (ωB97M-V/def2-TZVPD) on a structure of composition C21H43IrO3P3.

Properties
E: -59271.500 eV
Maximum force: 9.388 eV Å⁻¹

Geometry as ORCA input:
```
! wB97M-V def2-TZVPD RIJCOSX def2/J DEFGRID3
* xyz 4 6
P -2.12615 1.34952 -0.86992
C -2.21987 3.01670 -0.08923
H -3.16795 3.49748 -0.39757
H -1.41001 3.68547 -0.41381
H -2.21989 2.98468 1.01123
C -2.18675 1.99955 -2.58656
H -2.47914 1.24212 -3.33189
H -1.21999 2.43406 -2.91023
H -2.93801 2.81697 -2.64209
C -3.84354 0.87856 -0.50013
H -4.52731 1.61108 -0.97219
H -4.03785 0.90509 0.58860
H -4.11872 -0.12410 -0.86321
P -0.87403 -2.42152 1.81494
C -0.96747 -2.01077 3.60381
H -1.02734 -2.95481 4.17997
H -1.86525 -1.42455 3.85202
H -0.08575 -1.46422 3.97305
C -2.47687 -3.30097 1.77854
H -2.59601 -3.97814 0.91795
H -3.33655 -2.60498 1.78476
H -2.56982 -3.92613 2.69494
C 0.36985 -3.74533 1.99204
H -0.03135 -4.52648 2.67131
H 1.30073 -3.36708 2.45501
H 0.64728 -4.23859 1.04694
P 2.40916 -0.25080 -0.90903
C 3.66957 0.60659 0.12488
H 4.57899 0.77760 -0.48411
H 3.97530 0.00179 0.99394
H 3.34434 1.59032 0.49835
C 3.46517 -1.70216 -1.26064
H 4.50720 -1.36415 -1.44357
H 3.14607 -2.27121 -2.14777
H 3.50033 -2.39961 -0.40203
C 2.63703 0.83520 -2.37161
H 3.69122 0.77234 -2.70789
H 2.44392 1.89620 -2.13043
H 1.99484 0.57664 -3.22872
Ir -0.17438 -0.37851 0.42461
C -1.37979 0.36328 1.63555
O -2.00184 0.82853 2.53119
C 1.22507 -0.58452 1.63176
O 1.97723 -0.63059 2.54921
C 0.24156 -3.14769 -2.16376
C 0.29178 -2.10751 -3.09187
C -0.85534 -1.31284 -3.31591
C -2.07515 -1.67551 -2.74493
C -2.12283 -2.72843 -1.80273
C -0.99259 -3.51499 -1.58074
H 1.12535 -3.77514 -1.97622
H 1.15988 -1.98341 -3.76077
H -0.79910 -0.49432 -4.04878
H -3.02522 -1.25777 -3.11785
H -3.09147 -2.99741 -1.35623
H -1.07045 -4.49576 -1.08278
C 0.86319 4.20314 0.17012
C 0.94480 2.78347 -0.24304
O 0.69051 1.84235 0.79755
C 0.75596 2.19106 2.16968
C 2.13338 2.48509 2.61315
H -0.03768 4.54288 0.67143
H 0.99518 4.78499 -0.74047
H 1.70996 4.47329 0.80141
H 0.34467 2.50879 -1.15672
H 2.00356 2.60274 -0.50871
H 0.02557 2.98887 2.21006
H 0.35282 1.39787 2.82112
H 2.65614 3.23923 2.03641
H 2.02039 2.85175 3.62448
H 2.75347 1.59473 2.68413
*
```



ORCA calculation (ωB97M-V/def2-TZVPD) on a structure of composition C21H43N2OP3STb.

Properties
E: -88613.649 eV
Maximum force: 3.979 eV Å⁻¹
Energy above the lowest of the compared OMol25 structures with the same formula, charge and spin: 0.000 eV

Geometry as ORCA input:
```
! wB97M-V def2-TZVPD RIJCOSX def2/J DEFGRID3
* xyz 3 7
Tb 0.42504 -0.69041 -0.42228
P -1.79621 0.90334 1.51324
P -1.49432 -0.01906 -2.33780
P 2.03160 0.09424 1.73468
H 5.12556 3.55368 -6.08590
C 5.85878 2.97196 -5.51516
C 5.89578 1.63132 -5.52296
H 5.33516 1.00357 -6.23035
C -2.18342 2.50823 2.23941
C -3.27396 0.30089 0.69726
C -1.36908 -0.23835 2.82850
C -0.59246 0.09067 -3.92581
C -3.00812 -0.91954 -2.80656
C -2.03722 1.72626 -2.15276
C 3.76399 0.14354 1.14457
C 2.20472 -0.83493 3.29779
C 1.74626 1.82749 2.26810
H 6.62848 3.57266 -5.02074
H 6.61045 1.10116 -4.88109
H -2.99865 2.42233 2.96552
H -2.48324 3.23297 1.47319
H -1.30367 2.91597 2.74671
H -4.13955 0.50889 1.34353
H -3.21343 -0.77959 0.51675
H -3.44120 0.79367 -0.26753
H -1.68893 0.19558 3.78720
H -0.29025 -0.43749 2.90499
H -1.87436 -1.20049 2.68325
H -1.29140 0.22185 -4.76900
H -0.01922 -0.83961 -4.06388
H 0.11120 0.93835 -3.88983
H -3.67503 -0.26022 -3.38144
H -3.51895 -1.25854 -1.89329
H -2.74988 -1.79819 -3.41816
H -2.80977 1.95036 -2.89901
H -1.16360 2.37377 -2.30047
H -2.43480 1.93900 -1.15346
H 4.44229 0.21243 2.01055
H 3.92188 1.00079 0.47209
H 3.98006 -0.78119 0.58552
H 3.23765 -0.71909 3.65272
H 2.00578 -1.90220 3.11650
H 1.51111 -0.45703 4.05932
H 2.63313 2.17890 2.81116
H 0.86199 1.92007 2.91468
H 1.59104 2.45780 1.38015
C 2.55500 1.30494 -2.12455
C 2.26079 2.68820 -2.12624
C 3.30826 3.58671 -2.27781
C 4.62044 3.11953 -2.42677
C 4.82324 1.76194 -2.69410
C 3.77549 0.86440 -2.67703
O 1.75283 0.47544 -1.48283
H -0.72151 1.17017 0.51917
H 1.24879 2.99320 -1.88570
H 3.10579 4.65129 -2.25750
H 5.47840 3.79982 -2.39633
H 5.82111 1.45790 -2.99648
H 3.91010 -0.17423 -2.96001
C -0.78210 -4.12664 2.95106
N -1.44347 -3.85761 1.68316
C -2.80932 -4.01691 1.46458
C -3.06773 -3.72026 0.16526
N -1.84246 -3.39639 -0.40420
C -0.83658 -3.45438 0.53117
S 0.85137 -3.25146 0.28426
H 0.29827 -4.04519 2.81668
H -1.11441 -3.41399 3.71723
H -1.03646 -5.14013 3.27886
H -3.46332 -4.34255 2.25789
H -3.99130 -3.72955 -0.39888
H -1.69887 -3.13741 -1.38239
*
```



ORCA calculation (ωB97M-V/def2-TZVPD) on a structure of composition C21H43N2OP3STc.

Properties
E: -68357.459 eV
Maximum force: 6.074 eV Å⁻¹
Energy above the lowest of the compared OMol25 structures with the same formula, charge and spin: 5.206 eV

Geometry as ORCA input:
```
! wB97M-V def2-TZVPD RIJCOSX def2/J DEFGRID3
* xyz 4 4
Tc -0.02459 -0.25958 -1.24934
P 0.55598 -2.10589 -2.24432
P 2.23570 -0.10805 -0.07975
P -2.41142 0.07497 -1.01465
H 2.11507 2.22804 -1.66053
C 1.03085 2.32547 -1.70952
C 0.22087 2.49106 -0.63577
H 0.58171 2.51075 0.39648
C 1.70366 -1.95838 -3.60635
C 1.21642 -3.46031 -1.24994
C -0.98872 -2.70478 -2.93104
C 2.80012 1.31119 0.94924
C 2.72409 -1.44202 1.09372
C 3.61053 -0.18470 -1.30073
C -3.09999 1.47982 -0.05861
C -3.36433 -1.30744 -0.28611
C -3.34414 0.28531 -2.56406
H 0.59878 2.44906 -2.70950
H -0.82476 2.79215 -0.76799
H 1.20972 -2.43962 -4.44534
H 2.62251 -2.49667 -3.34464
H 1.94702 -0.92483 -3.86489
H 1.09304 -4.32500 -1.91278
H 0.63191 -3.59923 -0.32602
H 2.28033 -3.28546 -1.02895
H -0.67728 -3.57182 -3.51354
H -1.46405 -1.95426 -3.57250
H -1.66303 -3.01668 -2.12719
H 3.85964 1.14540 1.19369
H 2.23075 1.36620 1.88464
H 2.70175 2.26220 0.41809
H 3.78094 -1.67856 0.91456
H 2.13670 -2.35604 0.97653
H 2.61347 -1.09309 2.12630
H 4.50478 0.24694 -0.83049
H 3.36020 0.39340 -2.19755
H 3.80926 -1.22762 -1.57912
H -4.19989 1.45264 -0.12276
H -2.74660 2.43453 -0.46340
H -2.80302 1.40812 0.99285
H -4.43049 -1.10825 -0.44947
H -3.16876 -1.38669 0.78660
H -3.09260 -2.25293 -0.76752
H -4.39340 0.51006 -2.36009
H -3.28312 -0.62432 -3.16366
H -2.89182 1.09550 -3.14287
C -0.53489 1.07825 -4.92736
C 0.29204 0.37550 -5.83533
C 0.22888 0.64742 -7.19542
C -0.61700 1.64958 -7.68340
C -1.38434 2.39815 -6.78681
C -1.31337 2.16196 -5.42658
O -0.76409 0.69425 -3.68677
H 0.20116 0.30954 -2.71156
H 0.90514 -0.44001 -5.46710
H 0.82412 0.06584 -7.89176
H -0.69570 1.85068 -8.74946
H -2.07317 3.18296 -7.13517
H -1.91336 2.70228 -4.68568
C 0.08921 -2.12837 3.83727
N -0.12794 -0.69674 3.58091
C -0.09218 0.30755 4.53991
C -0.34885 1.47429 3.86927
N -0.51736 1.16208 2.53591
C -0.35370 -0.18483 2.36788
S -0.50452 -1.22396 0.95895
H -0.74917 -2.72254 3.43418
H 1.02446 -2.48243 3.36597
H 0.15128 -2.26309 4.91786
H 0.09802 0.10035 5.54298
H -0.42365 2.45983 4.22812
H -0.71314 1.79516 1.78378
*
```



Number 3 is which compound?
C21H43N2OP3STc



The lowest maximum force belongs to which entry?
C21H43N2OP3STb